No. 1
8
Properties=species:S:1:pos:R:3:forces:R:3:mulliken_charge:R:1 method="wB97M-V/def2-TZVPD" homo_ha=-0.2830 gap_ev=7.15 smiles="S=CNC=S"
S 1.376 -1.741 -0.044 1.148 1.790 0.292 -0.259
S -1.671 -1.567 -0.082 -0.247 0.225 0.640 -0.214
N 0.036 0.500 -0.236 0.355 3.773 0.655 -0.201
C 1.237 -0.079 0.006 -0.430 -3.336 -0.370 -0.079
C -1.199 -0.030 0.131 0.059 -0.557 -2.147 -0.183
H 0.184 1.584 -0.317 -1.248 -2.735 0.502 0.321
H -1.961 0.701 0.272 -0.190 0.783 0.514 0.335
H 1.999 0.632 0.269 0.553 0.057 -0.087 0.280

=====

No. 2
9
Properties=species:S:1:pos:R:3:forces:R:3:mulliken_charge:R:1 method="wB97M-V/def2-TZVPD" homo_ha="-0.3052 / -0.2776" gap_ev="7.56 / 6.29"
S 0.908 0.645 -0.973 -0.177 0.025 -0.881 -0.144
S -2.860 -0.266 -1.162 -0.690 -0.169 0.853 -0.123
S 0.267 1.313 1.855 0.091 0.166 -0.357 -0.108
N -1.649 0.019 -2.093 0.297 -0.064 -0.552 -0.175
C 0.404 0.185 0.543 -0.617 -0.119 0.476 -0.308
C -0.462 0.236 -2.283 1.083 0.593 0.727 -0.023
H 0.026 0.339 -3.230 0.043 -0.067 -0.510 0.331
H 0.041 0.401 2.798 -0.059 -0.156 0.169 0.142
H 0.109 -0.830 0.738 0.030 -0.210 0.075 0.408

=====

The following max |F| values (in eV/Å) correspond, in order, to the records above: 3.85 1.43.